Record 1
Computed, not measured: one molecule with the formula C4H10N2, with ωB97M-V/def2-TZVPD.

Geometry (Å):
C: -0.1703 1.7185 -0.6953
C: 0.6298 -2.0008 0.1629
C: 0.0799 0.5000 0.1504
N: 0.1125 0.5732 1.5239
N: -1.4155 0.9593 -0.7450
C: 0.4081 -0.7154 -0.6096
H: -0.0390 -0.2835 2.0426
H: -0.3337 1.3794 1.9435
H: -2.1881 1.5878 -0.5290
H: -0.5760 -0.6388 -1.2572
H: -0.1866 2.6490 -0.1149
H: 0.4237 1.8106 -1.6155
H: 1.2033 -0.5156 -1.3348
H: 0.7514 -2.8403 -0.5254
H: 1.5238 -1.9506 0.7951
H: -0.2233 -2.2328 0.8084

Output
energy relative to the best compared isomer or geometry (same formula, charge and spin)	261.9	kJ/mol
Kohn-Sham gap	0.3249	Eh
structure (SMILES)	CC[C@@]1(N)CN1
LUMO	1.062	eV



Record 2
Computed, not measured: one molecule with the formula C4H10N2, with ωB97M-V/def2-TZVPD.

Geometry (Å):
C: 0.2834 0.2568 1.7957
C: 0.8369 1.1863 -0.4375
C: -0.2481 -1.4638 -1.3893
N: -0.0931 0.4567 0.4049
C: -1.3934 0.1051 -0.0061
N: -1.6640 -0.8098 -0.8356
H: -2.1693 0.5595 0.6314
H: -0.4901 0.6248 2.4797
H: 0.4322 -0.8119 1.9769
H: 1.1435 2.1225 0.0422
H: 1.7351 0.5837 -0.5983
H: 0.3955 1.4263 -1.4082
H: 1.2066 0.7722 2.0776
H: 0.6503 -1.6139 -0.7880
H: -0.0524 -0.9194 -2.3112
H: -0.5728 -2.4751 -1.6341

Output
energy relative to the best compared isomer or geometry (same formula, charge and spin)	219.0	kJ/mol
Kohn-Sham gap	0.3388	Eh
structure (SMILES)	C/N=C\N(C)C
LUMO	0.898	eV



Record 3
Computed, not measured: one molecule with the formula C4H10N2, with ωB97M-V/def2-TZVPD.

Geometry (Å):
C: -0.7151 0.7147 -2.1903
C: 0.4354 -0.0159 -1.6344
C: -0.6329 -0.7927 1.6777
C: 0.5218 -0.2968 2.4611
H: -1.0665 0.5227 -3.2392
H: -1.6326 0.7950 -1.5786
H: -0.4004 1.7929 -2.1972
H: 0.5149 -1.0513 -2.0271
H: 1.4249 0.5099 -2.0151
H: 0.7744 0.6164 0.3300
H: -1.4647 -1.3311 2.0618
H: 1.4905 -0.4024 1.9782
H: 0.6486 -0.8307 3.3948
H: 0.3076 0.7167 2.8535
N: 0.4218 -0.1765 -0.2439
N: -0.6279 -0.7708 0.3686

Output
energy relative to the best compared isomer or geometry (same formula, charge and spin)	217.4	kJ/mol
Kohn-Sham gap	0.3379	Eh
structure (SMILES)	C/C=N\NCC
LUMO	1.046	eV



Record 4
Computed, not measured: a 2-piece molecular cluster, C4H10N2 overall, with ωB97M-V/def2-TZVPD.

Geometry (Å):
C: -0.7653 -2.5357 -1.0745
C: -1.0872 -2.0551 0.1395
N: -1.4266 -0.7126 0.3448
H: -0.3917 -1.9052 -1.8682
H: -0.5309 -3.5932 -1.1692
H: -0.8725 -2.6378 1.0345
H: -0.7365 0.0101 0.1969
H: -1.8523 -0.6152 1.2564
C: 0.4081 2.4500 0.7959
C: 1.6829 1.1992 -0.7063
N: 1.2140 1.2498 0.4630
H: -0.3147 2.1694 1.5563
H: 1.0416 3.2904 1.0472
H: -0.1820 2.8138 -0.0487
H: 2.0433 0.2468 -1.0879
H: 1.6674 2.0403 -1.4096

Output
energy relative to the best compared isomer or geometry (same formula, charge and spin)	246.3	kJ/mol
Kohn-Sham gap	0.3441	Eh
structure (SMILES)	C=CN.C=NC
LUMO	1.009	eV



Record 5
Computed, not measured: a 2-piece molecular cluster, C4H10N2 overall, with ωB97M-V/def2-TZVPD.

Geometry (Å):
C: 1.4496 -1.3418 0.4523
C: 1.9163 -0.1090 0.5166
N: 2.5188 0.5277 1.5910
H: 1.4027 -1.9543 1.3595
H: 1.2327 -1.8857 -0.4519
H: 2.1415 0.4236 -0.4135
H: 2.5829 -0.1021 2.3712
H: 2.9728 1.4079 1.4570
C: -1.9033 0.2045 0.1302
C: -2.1040 0.6487 -2.0935
N: -1.2912 0.2684 -1.1939
H: -2.9934 0.2735 0.1126
H: -1.4925 -0.7108 0.5773
H: -1.4533 1.0000 0.7314
H: -1.7884 0.8488 -3.1105
H: -3.1911 0.5005 -2.0359

Output
energy relative to the best compared isomer or geometry (same formula, charge and spin)	235.4	kJ/mol
Kohn-Sham gap	0.3359	Eh
structure (SMILES)	C=CN.C=NC
LUMO	1.184	eV



Record 6
Computed, not measured: a 2-piece molecular cluster, C4H10N2 overall, with ωB97M-V/def2-TZVPD.

Geometry (Å):
C: 2.6023 -0.3579 -0.1462
C: -3.7811 0.3040 -0.0429
C: -2.4468 -0.3727 0.2864
C: -1.2666 -0.2609 -0.2983
H: 1.6784 1.1210 0.8129
H: 1.0170 0.7539 -0.7198
H: 2.2976 -1.3183 -0.5851
H: 3.8304 0.9246 0.4919
H: -3.7578 1.1714 -0.7125
H: -4.4489 -0.4633 -0.4721
H: -4.2416 0.6052 0.9186
H: -2.5869 -1.0840 1.1151
H: -1.0219 0.5149 -1.0310
H: -0.5115 -0.9314 0.1510
N: 1.4994 0.4183 0.0993
N: 3.8004 -0.0138 0.0774

Output
energy relative to the best compared isomer or geometry (same formula, charge and spin)	185.2	kJ/mol
Kohn-Sham gap	0.3782	Eh
structure (SMILES)	[H]/N=C\N.C=CC
LUMO	0.969	eV



Record 7
Computed, not measured: one molecule with the formula C4H10N2, with ωB97M-V/def2-TZVPD.

Geometry (Å):
C: 2.3764 0.5198 0.3734
C: 1.6302 -0.4893 -0.5028
C: -1.7508 0.8270 -0.2937
C: -2.6131 -0.3540 0.2102
H: 3.5448 0.2172 0.5253
H: 2.3173 1.6740 -0.0801
H: 1.8734 0.5443 1.4103
H: 1.9034 -0.4038 -1.6153
H: 1.9507 -1.5206 -0.1545
H: -0.1854 -1.1087 0.3663
H: -2.1704 1.7857 -0.5020
H: -2.7701 -1.2562 -0.4813
H: -3.5470 0.1073 0.5093
H: -2.2323 -0.7750 1.1306
N: 0.1379 -0.5047 -0.3734
N: -0.4651 0.7371 -0.5225

Output
energy relative to the best compared isomer or geometry (same formula, charge and spin)	234.3	kJ/mol
Kohn-Sham gap	0.3470	Eh
structure (SMILES)	C/C=N\NCC
LUMO	1.033	eV



Record 8
Computed, not measured: a 2-piece molecular cluster, C4H10N2 overall, with ωB97M-V/def2-TZVPD.

Geometry (Å):
C: 0.0970 2.4570 -1.2418
C: 1.4770 2.6233 -0.7141
C: 2.0110 2.0208 0.3411
H: -0.5030 3.3494 -1.1049
H: -0.4371 1.6335 -0.7461
H: 0.1682 2.0278 -2.2458
H: 1.9902 3.5600 -0.9459
H: 3.0326 2.1126 0.6721
H: 1.3699 1.3166 0.8672
N: -2.1290 -2.5831 0.2811
C: -0.9588 -2.9004 0.8737
N: -0.3321 -3.9928 0.6759
H: -2.4351 -3.1574 -0.4900
H: -2.6522 -1.7709 0.5475
H: -0.6619 -2.2456 1.7037
H: -0.0368 -4.4507 1.5262

Output
energy relative to the best compared isomer or geometry (same formula, charge and spin)	212.8	kJ/mol
Kohn-Sham gap	0.3470	Eh
structure (SMILES)	[H]/N=C/N.C=CC
LUMO	0.793	eV



Record 9
Computed, not measured: one molecule with the formula C4H10N2O, with ωB97M-V/def2-TZVPD.

Geometry (Å):
C: -2.1989 -0.8754 -0.5644
C: -1.3353 -0.5318 0.7134
C: 1.0962 -1.0468 0.1110
C: 2.5458 -0.3660 -0.1800
H: -2.2836 0.0299 -1.1697
H: -1.8568 -1.6582 -1.0636
H: -3.2834 -0.9580 -0.2734
H: -1.1140 -1.2363 1.5391
H: -1.6153 0.4627 1.1923
H: 1.1503 -1.6024 1.1244
H: 0.8306 -1.7549 -0.7035
H: 2.4728 0.0229 -1.2401
H: 2.6289 0.5800 0.4083
H: 3.2074 -1.3563 0.0420
N: 0.0062 -0.1225 0.0599
N: 0.3258 1.1520 -0.1524
O: -0.3884 2.1480 0.0390

Output
energy relative to the best compared isomer or geometry (same formula, charge and spin)	488.1	kJ/mol
Kohn-Sham gap	0.3486	Eh
structure (SMILES)	CCN(CC)N=O
LUMO	0.847	eV



Record 10
Computed, not measured: one molecule with the formula C4H10N2O, with ωB97M-V/def2-TZVPD.

Geometry (Å):
C: -0.6826 -1.2998 0.4249
C: -0.9115 -0.3140 -0.9114
C: 0.1168 0.7641 -1.1985
C: 1.0405 0.9864 0.0853
N: 1.0351 2.2416 0.5649
O: 1.6636 0.0412 0.6077
N: -1.8695 -2.2266 0.2690
H: 0.1802 -1.9730 0.3782
H: -0.7967 -0.6577 1.2568
H: -1.8347 0.1943 -0.7681
H: -0.9628 -1.1471 -1.7915
H: -0.2274 1.8173 -1.5028
H: 0.7887 0.5949 -1.9970
H: 1.5396 2.0549 1.4119
H: 0.7662 3.1910 0.2686
H: -2.5783 -2.0948 1.0385
H: -1.7212 -3.2339 0.6058

Output
energy relative to the best compared isomer or geometry (same formula, charge and spin)	245.3	kJ/mol
Kohn-Sham gap	0.3689	Eh
structure (SMILES)	NCCCC(N)=O
LUMO	0.882	eV



Record 11
Computed, not measured: one molecule with the formula C4H10N2O, with ωB97M-V/def2-TZVPD.

Geometry (Å):
C: 0.9318 2.6465 -0.2774
C: -0.5801 -0.6348 0.2665
C: -1.6951 -1.0788 1.1977
C: 0.2966 -1.7330 -0.3793
H: 0.0273 3.2844 -0.2487
H: 1.7460 2.9542 -1.0006
H: 1.2374 2.6791 0.7614
H: 1.3397 0.5996 -0.7638
H: -2.4430 -1.8141 0.8022
H: -1.4695 -1.5679 2.0736
H: -2.1967 -0.1678 1.6139
H: 0.8056 -2.1303 0.6309
H: -0.3256 -2.6050 -0.7966
H: 0.9007 -0.9908 -2.1809
N: 0.5194 1.2393 -0.6220
N: -0.3976 0.6375 0.2011
O: 1.3032 -1.3181 -1.2778

Output
energy relative to the best compared isomer or geometry (same formula, charge and spin)	349.1	kJ/mol
Kohn-Sham gap	0.3262	Eh
structure (SMILES)	CN/N=C(/C)CO
LUMO	0.780	eV



Record 12
Computed, not measured: a 2-piece molecular cluster, C4H10N2O overall, with ωB97M-V/def2-TZVPD.

Geometry (Å):
N: -1.6533 -0.7678 0.9649
C: -0.8890 0.2699 -1.1246
C: -1.2212 -1.0547 -0.3969
O: -1.2946 1.4054 -0.3986
H: -1.9762 1.1054 0.2202
H: -0.8608 -0.4174 1.5040
H: -1.9813 -1.6160 1.4120
H: -1.3793 0.2761 -2.1108
H: -2.0585 -1.5514 -0.8999
N: 2.4285 1.5459 -0.1686
C: 2.2558 0.3700 0.4588
C: 2.1018 -0.7041 0.9682
H: 3.1177 2.1383 0.2706
H: 1.5603 2.0332 -0.3492
H: 0.1879 0.3497 -1.2802
H: 2.0099 -1.6609 1.3826
H: -0.3476 -1.7217 -0.4524

Output
energy relative to the best compared isomer or geometry (same formula, charge and spin)	346.5	kJ/mol
Kohn-Sham gap	0.3637	Eh
structure (SMILES)	C#CN.NCCO
LUMO	0.938	eV



no.,electronic energy (eV)
1,-7287.9054
2,-7288.3501
3,-7288.3668
4,-7288.0673
5,-7288.1802
6,-7288.6997
7,-7288.1910
8,-7288.4137
9,-9333.9285
10,-9336.4454
11,-9335.3695
12,-9335.3965